C7H11NO2S | ωB97M-V/def2-TZVPD

Geometry as XYZ:
```
22
Properties=species:S:1:pos:R:3:forces:R:3:lowdin_charge:R:1
C 0.6778 -0.4033 0.3853 1.21 5.56 -1.03 -0.14
C 1.8473 -1.0029 0.0864 0.32 0.26 -0.04 -0.42
C 1.4175 1.4479 0.0005 -2.39 -6.48 1.11 -0.07
C -1.7510 -0.1839 -0.7718 0.21 -0.83 1.31 -0.38
C 2.1067 -2.4774 0.1321 0.08 0.11 -0.06 -0.02
C 0.7564 2.7366 0.0937 0.41 0.62 -0.08 -0.02
C -3.2070 0.1679 -0.6757 -0.19 -0.01 0.12 -0.19
N 2.8963 -0.2333 -0.2682 0.87 -2.20 -0.08 0.06
O -1.3570 0.5415 1.6999 -0.41 0.26 0.59 -0.42
O 2.5968 1.0797 -0.2871 -1.15 2.06 0.25 0.02
S -1.0145 -0.4622 0.7184 1.14 -0.47 -0.74 0.73
H -1.5011 -0.9940 -1.4481 0.38 0.09 -0.30 0.05
H 3.1280 -2.6705 -0.1808 0.05 -0.07 -0.01 0.08
H 1.9608 -2.8491 1.1442 0.02 -0.05 0.03 0.08
H 1.4173 -2.9971 -0.5301 0.01 -0.06 -0.03 0.08
H 0.1421 2.8931 -0.7954 0.01 -0.07 -0.04 0.10
H 0.0836 2.7289 0.9506 0.05 -0.11 0.00 0.09
H 1.4811 3.5459 0.1832 -0.01 0.09 -0.02 0.10
H -3.3426 0.8226 0.1823 -0.23 0.10 -0.03 0.06
H -3.4968 0.7121 -1.5735 -0.05 0.06 -0.02 0.07
H -3.8766 -0.6915 -0.5728 -0.07 0.02 -0.03 0.07
H -0.9649 -1.7108 1.5267 -0.28 1.12 -0.91 0.08
```
Forces are in eV/Å.

Calculated values
- Spin multiplicity: 1
- Relative energy (zero: lowest compared OMol25 entry of this formula, charge and spin): 179.4 kcal/mol
- Total charge: 0
- Orbital gap: 8.222 eV
- Total energy: -23849.1368 eV
- HOMO level: -7.99 eV
- E_LUMO: 0.2 eV



C7H11NO2S | ωB97M-V/def2-TZVPD

Geometry as XYZ:
```
22
Properties=species:S:1:pos:R:3:forces:R:3:lowdin_charge:R:1
C -0.0560 -2.5380 -0.4239 0.00 0.05 0.12 -0.08
C -0.1105 -1.5313 0.7295 0.19 -0.43 0.06 -0.21
C 0.3157 -0.2033 0.2511 -2.67 2.50 -1.16 -0.25
N 1.3985 0.3476 0.0109 -0.64 0.36 -0.17 -0.31
S 2.9439 -0.1853 0.2098 0.61 -0.07 0.18 0.84
C 3.7492 1.3167 -0.4206 -0.08 -0.47 0.03 -0.37
C -1.1569 0.8533 -0.2287 2.41 -3.66 1.15 -0.17
C -0.8198 2.0659 0.0312 0.74 1.59 -0.13 -0.20
O -0.2636 3.0947 0.1490 -0.46 -0.31 0.11 0.15
O -2.2999 0.1303 -0.3303 0.11 0.19 -0.19 -0.14
C -3.4521 0.7662 0.1771 -0.42 0.15 0.10 -0.08
H 0.9501 -2.5777 -0.8366 0.04 -0.05 -0.08 0.07
H -0.7471 -2.2457 -1.2099 -0.05 -0.01 -0.09 0.08
H -0.3266 -3.5278 -0.0656 -0.02 -0.10 -0.03 0.07
H 0.5877 -1.8389 1.5158 -0.10 0.02 0.05 0.12
H -1.1206 -1.4874 1.1366 0.10 0.07 0.05 0.11
H 3.0977 2.1500 -0.1816 0.03 0.07 0.06 0.03
H 3.8828 1.2333 -1.4945 0.04 0.09 -0.07 0.03
H 4.7110 1.4203 0.0723 0.08 0.03 0.03 0.03
H -4.2695 0.0576 0.0507 -0.01 0.10 0.03 0.09
H -3.6754 1.6831 -0.3805 0.01 -0.08 0.02 0.10
H -3.3386 1.0165 1.2383 0.08 -0.05 -0.06 0.10
```
Forces are in eV/Å.

Calculated values
- Spin multiplicity: 1
- Relative energy (zero: lowest compared OMol25 entry of this formula, charge and spin): 68.1 kcal/mol
- SMILES: CC/C(=N\SC)C(=C=O)OC
- Total charge: 0
- Orbital gap: 8.489 eV
- Total energy: -23853.9635 eV
- HOMO level: -7.94 eV
- E_LUMO: 0.5 eV



C7H11NO3 | ωB97M-V/def2-TZVPD

Geometry as XYZ:
```
22
Properties=species:S:1:pos:R:3:forces:R:3:lowdin_charge:R:1
C -2.5259 -1.2779 0.5812 -1.19 0.45 -0.18 -0.01
C -1.1655 -0.6987 0.2505 -0.91 -0.54 -1.01 -0.57
C -0.6231 -1.5484 -0.9227 0.68 -0.05 -0.18 0.00
O -1.4374 0.6495 -0.1783 1.19 0.39 0.02 -0.02
C -0.3801 1.5263 -0.4125 1.61 -0.69 0.67 -0.04
C 0.9711 1.4329 -0.1425 -2.30 -0.12 -0.23 -0.25
N 1.7865 2.4989 -0.5354 0.35 0.07 -0.82 0.07
C 1.6483 0.3146 0.5019 -1.34 -1.39 0.96 -0.26
O 3.0181 0.1915 0.3695 0.10 0.93 -0.68 0.02
C 0.9867 -0.6333 1.2410 1.66 0.58 -0.41 -0.06
O -0.3729 -0.7543 1.4202 0.66 0.49 -0.46 0.00
H -3.1294 -1.2365 -0.3408 0.21 0.00 0.33 0.10
H -3.0963 -0.7201 1.3340 0.46 0.08 -0.04 0.09
H -2.5067 -2.3180 0.8906 0.42 -0.07 0.05 0.09
H -0.4504 -2.5972 -0.5824 -0.26 0.78 -0.26 0.11
H -1.2647 -1.5239 -1.8315 0.01 -0.03 0.99 0.10
H 0.3292 -1.1594 -1.2731 0.20 -0.02 0.10 0.07
H -0.6488 2.4701 -0.8751 -0.70 -0.30 0.04 0.12
H 1.3210 3.3294 -0.8825 0.26 -0.30 0.23 0.09
H 2.6228 2.6635 -0.0104 -0.08 0.28 0.40 0.08
H 3.3150 0.7601 -0.3855 -0.48 -0.77 0.85 0.11
H 1.6026 -1.3692 1.7838 -0.55 0.23 -0.39 0.14
```
Forces are in eV/Å.

Calculated values
- Spin multiplicity: 1
- Relative energy (zero: lowest compared OMol25 entry of this formula, charge and spin): 58.4 kcal/mol
- SMILES: CC1(C)OC=C(N)C(O)=CO1
- Total charge: 0
- Orbital gap: 8.126 eV
- Total energy: -15068.1125 eV
- HOMO level: -7.36 eV
- E_LUMO: 0.8 eV



C7H11NO3 | ωB97M-V/def2-TZVPD

Geometry as XYZ:
```
22
Properties=species:S:1:pos:R:3:forces:R:3:lowdin_charge:R:1
C -2.8826 -0.4949 -0.6199 0.36 -0.33 0.23 -0.11
C -1.5193 0.1742 -0.5060 0.76 0.26 0.25 -0.25
C -0.9217 0.0997 0.9214 -2.13 -1.33 0.18 -0.18
C 0.4070 0.7380 1.1150 1.13 1.37 -0.67 -0.23
N 0.3208 2.1886 0.8827 0.03 -1.25 0.45 0.17
C 0.8086 2.8974 0.0398 0.76 2.01 -1.02 -0.32
O 1.1906 3.7823 -0.6497 -0.61 -1.59 0.91 0.15
C 1.4765 0.1276 0.1911 0.54 0.87 -1.67 -0.44
O 2.0539 0.7156 -0.7173 -0.93 -0.79 1.55 0.12
O 1.6686 -1.1558 0.4753 0.20 -0.21 0.23 -0.03
C 2.5917 -1.8640 -0.3562 0.73 -0.02 -1.18 -0.04
H -3.3004 -0.4805 -1.6328 0.20 0.17 0.17 0.07
H -2.7443 -1.5495 -0.3463 -0.46 0.17 0.13 0.08
H -3.5868 0.0103 0.0588 0.10 -0.38 -0.17 0.08
H -1.6072 1.2085 -0.8439 0.20 0.08 0.13 0.11
H -0.7550 -0.3040 -1.1248 -0.31 -0.05 -0.48 0.11
H -1.6878 0.4800 1.6318 0.70 0.10 -0.20 0.13
H -0.8114 -0.9748 1.1899 -0.06 0.52 -0.19 0.13
H 0.7947 0.5482 2.1153 -0.24 0.20 0.22 0.16
H 2.2437 -1.8723 -1.4043 -0.18 -0.09 0.49 0.10
H 2.6676 -2.8922 0.0182 -0.09 0.49 0.04 0.10
H 3.5927 -1.3823 -0.4382 -0.71 -0.20 0.61 0.11
```
Forces are in eV/Å.

Calculated values
- Spin multiplicity: 1
- Relative energy (zero: lowest compared OMol25 entry of this formula, charge and spin): 12.6 kcal/mol
- SMILES: CCC[C@H](N=C=O)C(=O)OC
- Total charge: 0
- Orbital gap: 11.002 eV
- Total energy: -15070.0974 eV
- HOMO level: -10.30 eV
- E_LUMO: 0.7 eV



C7H11NO4 | ωB97M-V/def2-TZVPD

Geometry as XYZ:
```
23
Properties=species:S:1:pos:R:3:forces:R:3:lowdin_charge:R:1
C -1.9718 0.8104 1.6601 1.03 3.53 0.51 0.04
C -0.4907 1.1254 1.3100 -0.43 1.04 0.09 -0.50
C -0.0336 2.6085 1.2451 -2.42 0.12 2.65 0.03
O 0.4596 0.5041 2.1701 -0.55 0.07 1.05 0.11
C 1.1941 -0.3555 1.4622 0.94 -1.65 -0.32 -0.43
O 2.1489 -0.9914 1.8237 -0.28 0.62 0.85 0.15
C 0.6102 -0.4181 0.1573 0.71 -0.05 0.18 -0.19
C 0.9138 -1.2784 -0.7890 -1.87 0.42 -1.78 -0.24
O 1.6399 -2.3537 -0.5476 1.16 -1.93 -1.08 0.09
C 0.1851 -1.0344 -2.1272 0.40 2.12 1.71 -0.23
N 0.2115 -2.2041 -2.9006 -1.39 -0.76 -1.45 -0.01
O -0.3014 0.5695 -0.0059 -0.18 0.79 0.19 0.01
H -2.2130 1.2750 2.6428 0.15 -0.32 -0.55 0.10
H -2.1256 -0.2218 1.7423 -0.38 -1.48 -0.37 0.07
H -2.5672 1.3811 0.8937 0.33 -1.08 0.65 0.11
H 1.0093 2.6512 1.4288 1.11 -0.07 -0.60 0.07
H -0.4335 3.2703 2.1428 0.25 -1.42 -1.94 0.13
H -0.3864 2.9339 0.2951 0.09 0.92 -0.61 0.07
H 1.6004 -3.0414 -1.2753 -0.33 1.40 1.07 0.14
H -0.8330 -0.6424 -1.8410 0.73 -0.92 -0.50 0.14
H 0.6427 -0.1350 -2.6309 -0.08 -0.61 0.42 0.14
H 1.1734 -2.4078 -3.1471 -0.36 0.03 -0.83 0.08
H -0.4330 -2.0455 -3.7092 1.37 -0.78 0.66 0.11
```
Forces are in eV/Å.

Calculated values
- Spin multiplicity: 1
- Relative energy (zero: lowest compared OMol25 entry of this formula, charge and spin): 27.8 kcal/mol
- SMILES: CC1(C)OC(=O)/C(=C(\O)CN)O1
- Total charge: 0
- Orbital gap: 8.644 eV
- Total energy: -17115.9854 eV
- HOMO level: -8.09 eV
- E_LUMO: 0.6 eV



C7H11NO5TeV | ωB97M-V/def2-TZVPD

Geometry as XYZ:
```
26
Properties=species:S:1:pos:R:3:forces:R:3:lowdin_charge:R:1
V -0.3913 0.6100 -0.0033 0.31 -0.71 -1.15 0.93
O 1.6717 2.9601 2.5427 0.00 -0.06 -0.01 0.34
C 1.3514 2.1593 1.6248 0.12 0.12 0.06 -0.35
O 0.2020 1.6435 1.4850 -0.12 0.00 0.12 -0.03
C 2.3940 1.7976 0.6085 0.02 0.03 0.06 0.04
O 1.7181 0.8295 -0.2207 -0.08 0.15 -0.04 -0.22
C 2.3245 0.5351 -1.4888 -0.01 -0.09 -0.08 0.02
C 1.3142 -0.2184 -2.3173 0.11 0.00 -0.08 -0.21
O 1.2656 -0.7659 -3.3135 0.05 0.01 0.01 0.37
O -0.0619 -0.1480 -1.4434 -0.38 0.48 1.14 -0.19
H 0.9676 3.1993 3.1873 0.02 0.01 -0.02 0.23
H 2.6824 2.6893 0.0399 0.00 -0.02 -0.01 0.19
H 3.2778 1.3631 1.0854 -0.01 0.01 0.00 0.19
H 2.5884 1.4486 -2.0321 0.01 -0.01 0.02 0.19
H 3.2034 -0.1026 -1.3593 0.00 0.02 -0.02 0.19
C -3.4455 -1.6552 -0.3120 0.02 0.00 0.02 -0.28
Te -1.9981 -1.3261 1.2141 0.01 -0.03 -0.11 1.64
C -0.8245 -3.0552 0.8231 -0.03 0.00 0.01 -0.30
H -2.9476 -1.7254 -1.2775 -0.01 0.01 0.01 0.05
H -4.1668 -0.8420 -0.2669 0.02 0.00 0.00 0.03
H -3.9036 -2.6103 -0.0407 0.02 0.01 0.01 0.06
H -1.4356 -3.8799 1.2034 -0.01 0.02 0.00 0.06
H 0.1034 -3.0043 1.3878 -0.01 0.02 -0.01 0.04
H -0.6739 -3.1647 -0.2487 0.00 0.02 0.01 0.04
N -3.1721 1.7576 -0.4906 -0.10 0.07 -0.01 0.23
C -2.0434 1.5051 -0.3871 0.01 -0.03 0.03 -0.25
```
Forces are in eV/Å.

Calculated values
- Spin multiplicity: 1
- Total charge: +3
- Orbital gap (alpha / beta): 7.110 / 7.105 eV
- Total energy: -52110.9738 eV
- HOMO level (alpha / beta): -21.89 / -21.89 eV
- E_LUMO (alpha / beta): -14.8 / -14.8 eV



C7H11NOP | ωB97M-V/def2-TZVPD

Geometry as XYZ:
```
21
Properties=species:S:1:pos:R:3:forces:R:3:lowdin_charge:R:1
C 2.2935 1.7386 -1.0721 -3.24 -4.13 1.34 0.22
N 1.3252 1.0511 -0.4047 2.83 1.46 -2.33 -0.14
C 0.4731 1.5718 0.5218 -1.59 0.45 1.77 -0.06
C -0.6604 0.9292 0.9343 1.75 0.04 -1.10 0.00
C -1.0832 -0.2707 0.3530 0.35 -2.94 -1.85 -0.17
C -2.5795 -0.6986 0.4917 2.33 2.74 -0.43 -0.18
O -3.1238 -0.6376 -0.8075 -0.40 -0.29 0.25 -0.03
C -0.1048 -0.9649 -0.3741 -1.88 2.11 1.42 -0.04
C 1.2078 -0.3493 -0.4955 1.23 -4.55 -0.37 -0.38
P 2.0741 -1.0829 1.3828 0.24 -0.32 -2.12 0.92
H 2.5556 2.6764 -0.7975 0.37 2.84 0.84 0.07
H 2.7791 1.2204 -1.8508 0.56 -0.54 -0.57 0.09
H 0.6354 2.5495 0.9051 0.60 0.65 0.00 0.14
H -1.2122 1.3155 1.7404 -0.72 0.95 0.67 0.12
H -2.6395 -1.6033 1.0320 -0.53 -1.29 0.28 0.11
H -2.8717 0.1553 1.1103 -1.11 -0.47 0.15 0.11
H -4.0710 -0.4285 -0.7694 0.37 -0.19 0.08 0.11
H -0.2250 -1.9417 -0.8090 -0.23 -0.16 -0.02 0.13
H 1.7998 -1.0062 -1.2720 -0.61 2.38 1.27 0.17
H 2.2604 -2.4924 0.9600 -0.51 1.13 0.17 -0.08
H 3.2845 -0.7976 0.6866 0.18 0.12 0.55 -0.12
```
Forces are in eV/Å.

Calculated values
- Spin multiplicity: 1
- Relative energy (zero: lowest compared OMol25 entry of this formula, charge and spin): 51.6 kcal/mol
- SMILES: C=[N+]1C=CC(CO)=C[C@@H]1P
- Total charge: +1
- Orbital gap (alpha / beta): 6.831 / 6.799 eV
- Total energy: -20253.0779 eV
- HOMO level (alpha / beta): -12.27 / -12.30 eV
- E_LUMO (alpha / beta): -5.4 / -5.5 eV



C7H11NOS2 | ωB97M-V/def2-TZVPD

Geometry as XYZ:
```
22
Properties=species:S:1:pos:R:3:forces:R:3:lowdin_charge:R:1
S -1.4073 0.0347 -1.9045 0.19 0.47 -0.58 0.60
C -0.6737 1.5265 -1.7643 -1.79 0.51 -0.20 -1.11
N 0.1355 1.8647 -0.7489 0.29 -1.14 -0.67 -0.03
C 0.7152 3.1009 -0.8380 -2.35 0.30 -2.10 -0.18
C 0.1813 3.8827 -1.8000 -0.53 -1.81 0.12 -0.37
S -1.0571 2.9911 -2.7003 1.10 -0.39 0.66 0.96
H 0.3783 1.0179 -0.2240 0.68 0.74 0.66 0.10
H 1.4692 3.4390 -0.2622 2.33 0.53 2.16 0.09
H 0.5417 4.8320 -2.0712 0.10 0.97 -0.27 0.05
C -1.2140 -1.0511 2.2736 -1.78 1.48 -4.90 -0.04
C -0.7258 -1.7821 0.9393 0.14 2.29 2.32 -0.18
C 0.7181 -1.5246 0.5833 -2.63 0.39 1.30 -0.42
C 1.3765 -2.6567 -0.1388 2.06 3.70 2.44 0.03
O 1.1087 -0.3827 0.8041 1.16 -1.14 -0.77 0.02
H -0.8622 -0.0684 2.0179 -0.21 0.90 0.99 0.05
H -2.3030 -1.0619 2.5092 0.64 0.01 -0.86 0.09
H -0.7791 -1.4366 3.0826 2.24 -1.48 3.09 0.02
H -1.0385 -2.7192 1.0805 -0.22 -4.35 0.23 0.06
H -1.2032 -1.5294 0.0290 -0.96 1.04 -0.73 0.02
H 2.3823 -2.5785 0.2239 0.94 -0.50 -0.35 0.10
H 0.9567 -3.5548 0.0110 -1.57 -3.06 0.67 0.05
H 1.3004 -2.3437 -1.1023 0.17 0.54 -3.23 0.07
```
Forces are in eV/Å.

Calculated values
- Spin multiplicity: 1
- Relative energy (zero: lowest compared OMol25 entry of this formula, charge and spin): 41.5 kcal/mol
- SMILES: S=c1[nH]ccs1.CCC(C)=O
- Total charge: 0
- Orbital gap: 8.557 eV
- Total energy: -32643.8983 eV
- HOMO level: -7.93 eV
- E_LUMO: 0.6 eV



C7H11NSi | ωB97M-V/def2-TZVPD

Geometry as XYZ:
```
20
Properties=species:S:1:pos:R:3:forces:R:3:lowdin_charge:R:1
C 1.2565 -3.0081 0.3896 0.79 -2.41 0.51 -0.08
C 0.3458 -2.7625 -0.6370 -0.11 0.72 -0.07 -0.08
C 1.4541 -2.0274 1.3535 1.14 -1.90 0.88 -0.12
C -0.3861 -1.5799 -0.6357 0.93 -0.22 0.21 -0.13
C 0.7553 -0.8801 1.3251 0.35 1.98 -0.21 -0.14
C -0.1584 -0.6117 0.3260 -1.17 0.11 0.12 -0.35
C -0.4325 3.4915 -0.5958 -2.03 -0.76 0.17 -0.19
N -0.0832 2.1179 -0.4696 0.18 -1.50 -1.47 -0.26
Si -1.0584 0.9922 0.3296 -2.31 -0.77 -2.53 0.62
H 1.8210 -4.0184 0.5931 -1.17 2.05 -1.03 0.14
H 0.1162 -3.2627 -1.5637 0.63 -1.31 0.33 0.10
H 2.1586 -2.1911 2.1894 -0.33 -0.02 -0.70 0.12
H -1.0018 -1.4511 -1.4974 -0.74 0.52 -0.11 0.07
H 1.1188 -0.0672 1.9369 -0.42 0.07 0.58 0.10
H -0.8492 3.6173 -1.6282 -0.74 0.65 1.35 0.10
H -0.9586 3.7042 0.3528 -0.49 0.96 -1.06 0.08
H 0.4582 3.9684 -0.5997 2.68 2.32 0.13 0.03
H 0.0351 1.8565 -1.4586 0.59 -0.89 0.94 0.09
H -2.8293 0.5426 -1.1957 1.91 0.47 1.77 -0.05
H -1.7622 1.5696 1.4853 0.30 -0.09 0.18 -0.04
```
Forces are in eV/Å.

Calculated values
- Spin multiplicity: 1
- Relative energy (zero: lowest compared OMol25 entry of this formula, charge and spin): 72.5 kcal/mol
- Total charge: 0
- Orbital gap: 8.794 eV
- Total energy: -16801.8326 eV
- HOMO level: -8.14 eV
- E_LUMO: 0.7 eV



C7H11O | ωB97M-V/def2-TZVPD

Geometry as XYZ:
```
19
Properties=species:S:1:pos:R:3:forces:R:3:lowdin_charge:R:1
C 2.0984 -0.0855 -0.1300 0.14 -0.71 0.03 -0.56
O 3.3901 -0.2292 0.2810 -0.01 0.34 -0.03 -0.45
C 1.0622 -0.4093 0.9929 0.12 0.35 0.05 -0.26
C -0.2719 -0.9940 0.5378 0.66 0.38 -2.38 -0.24
C -0.9465 -0.0957 -0.5566 1.28 1.63 2.13 -0.13
C -1.4254 1.2860 0.0566 -1.80 -1.88 -1.67 -0.04
C -3.6389 -0.1347 -0.5483 0.42 -0.12 -0.30 -0.15
C -2.2692 0.3427 -0.5083 -1.02 0.23 0.97 -0.47
H 1.8246 0.9185 -0.5296 0.11 0.07 -0.01 0.07
H 1.8436 -0.7893 -0.9733 -0.07 0.07 0.00 0.07
H 1.6205 -1.0958 1.6396 -0.25 -0.07 0.11 0.08
H 0.8716 0.5134 1.5547 0.00 -0.03 0.12 0.08
H -1.0164 -1.0766 1.3319 0.03 -0.48 0.08 0.08
H -0.0168 -1.9139 -0.0102 -0.39 -0.39 0.65 0.08
H -1.8737 2.2200 0.3648 0.92 0.32 0.33 0.03
H 4.4570 1.4467 -2.3236 0.07 0.07 -0.06 0.00
H -4.2583 0.0044 0.3331 -0.11 0.72 -0.11 -0.09
H -4.1436 -0.1671 -1.5108 0.03 -0.40 0.02 -0.09
H 4.8941 1.3347 -1.7315 -0.13 -0.08 0.06 0.00
```
Forces are in eV/Å.

Calculated values
- Spin multiplicity: 2
- Relative energy (zero: lowest compared OMol25 entry of this formula, charge and spin): 105.8 kcal/mol
- <S²>: 0.763
- Total charge: -2
- Orbital gap (alpha / beta): 5.802 / 5.618 eV
- Total energy: -9474.5205 eV
- HOMO level (alpha / beta): 1.30 / 1.39 eV
- E_LUMO (alpha / beta): 7.1 / 7.0 eV